1.
Formula: C3H9N2OP
Source: OMol25
Level of theory: the ωB97M-V functional and the def2-TZVPD basis

The largest force on an atom comes out at 4.27 eV/A. Its LUMO energy is 0.02715 Ha. The calculation puts the HOMO energy at -7.63 eV.

Structure (XYZ):
```
16
Properties=species:S:1:pos:R:3:forces:R:3
C -2.4401 1.0166 -0.0516 -0.34 -1.23 3.24
C 2.2136 -1.1513 -0.2166 -1.02 -2.05 1.37
C -1.0132 1.2053 -0.0835 1.00 -2.82 2.41
N -0.6197 -0.7363 1.1716 1.55 -1.96 1.94
N -0.2312 0.3342 0.5691 -0.14 1.81 -2.98
O 1.8442 1.6922 -0.2583 1.50 2.79 -1.89
P 1.5269 0.4577 0.3668 -1.32 -2.41 3.27
H -2.7741 0.2536 0.7098 0.63 0.81 -0.60
H -2.9542 1.9085 0.1524 -0.77 1.36 0.07
H -2.7324 0.6310 -0.9432 -1.24 -1.05 -2.94
H 2.7379 -1.6477 0.6726 -0.71 0.84 -1.09
H 2.9095 -1.1933 -1.0338 0.33 0.88 -0.38
H 1.4115 -1.9107 -0.5144 0.65 1.30 0.56
H -0.5929 1.9746 -0.6107 1.44 1.62 -1.02
H 0.3085 -1.0923 1.6272 -2.22 0.27 -0.55
H 1.6210 0.4122 1.8481 0.65 -0.17 -1.40
```
Positions in Å, forces in eV/Å.

Results of the natural (NBO) charge analysis, in e, for atoms 1 through 6:
1 C -0.6754
2 C -1.0411
3 C -0.0116
4 N -0.6160
5 N -0.3530
6 O -1.0637

2.
Formula: C3H9N2OS
Source: OMol25
Level of theory: the ωB97M-V functional and the def2-TZVPD basis

The largest force on an atom comes out at 4.06 eV/A. Its LUMO energy is -0.14098 Ha. As for the net charge: +1. The calculation puts the HOMO energy at -13.45 eV.

Structure (XYZ):
```
16
Properties=species:S:1:pos:R:3:forces:R:3
C 0.7692 0.8445 0.6795 -0.87 -2.73 -2.87
C -1.0569 0.0621 -1.0701 0.33 1.12 -1.31
C -1.3985 -0.6094 0.2079 0.91 -1.94 -0.42
N 1.6994 0.0385 1.2658 1.13 1.95 0.32
N 0.3590 0.3151 -1.1867 1.48 -0.97 3.25
O 0.8778 -1.0571 -1.0714 -2.42 1.12 0.94
S -0.8754 0.5411 1.4424 0.19 -0.10 1.17
H 1.1435 1.8114 0.4943 -0.29 1.33 0.28
H -1.5986 1.0305 -0.9522 0.44 -0.33 -1.20
H -1.3100 -0.4650 -2.0165 -0.44 0.17 0.88
H -2.4288 -0.8738 0.0990 -0.84 -0.12 1.19
H -0.7587 -1.4734 0.4408 -0.56 -0.11 -0.42
H 2.6179 0.3631 1.0738 0.88 1.35 0.19
H 1.9322 -0.9091 1.2262 -1.69 -2.37 -0.39
H 1.6620 -1.0876 -1.5562 2.05 0.25 -1.51
H -1.6342 1.4692 0.9234 -0.30 1.38 -0.11
```
Positions in Å, forces in eV/Å.

Results of the natural (NBO) charge analysis, in e, for atoms 1 through 6:
1 C -0.0474
2 C -0.2895
3 C -0.5760
4 N -0.8155
5 N -0.0996
6 O -0.6284

3.
Formula: C3H9N2OS
Source: OMol25
Level of theory: the ωB97M-V functional and the def2-TZVPD basis

The largest force on an atom comes out at 5.81 eV/A. Its LUMO energy is -0.20340 Ha. As for the net charge: +1. The calculation puts the HOMO energy at -13.77 eV.

Structure (XYZ):
```
16
Properties=species:S:1:pos:R:3:forces:R:3
C -0.0577 1.1242 1.5927 -0.87 -0.68 -5.70
C -0.2662 -0.9686 -2.5568 -0.29 -0.47 -0.42
C -0.4345 -0.8262 -1.0519 1.75 -0.36 0.42
N 0.8639 0.2272 1.7411 -1.15 1.72 1.49
N -0.4082 2.1434 2.2721 1.82 -0.55 2.00
O 0.6506 -1.3843 -0.2930 1.83 -0.03 0.13
S -0.7163 0.9652 -0.7799 0.90 0.23 3.27
H -0.8707 -1.8373 -2.8866 0.14 0.69 -0.03
H -0.6346 -0.0215 -3.0219 0.41 -0.89 -0.23
H 0.7862 -1.2249 -2.8651 -0.94 0.75 0.50
H -1.1862 -1.4259 -0.5837 -1.17 0.09 -0.36
H 1.0963 0.1237 2.7089 0.88 -0.88 0.52
H 0.7001 -0.5144 1.0763 0.84 -1.49 -0.49
H 0.0729 2.2855 3.1698 -0.53 0.35 -0.33
H -1.2107 2.6421 2.0558 -1.58 1.22 -0.44
H 1.6152 -1.3082 -0.5778 -2.04 0.30 -0.33
```
Positions in Å, forces in eV/Å.

Results of the natural (NBO) charge analysis, in e, for atoms 1 through 6:
1 C 0.5948
2 C -0.6579
3 C -0.0353
4 N -0.7704
5 N -0.7531
6 O -0.7472

4.
Formula: C3H9N2P
Source: OMol25
Level of theory: the ωB97M-V functional and the def2-TZVPD basis

The largest force on an atom comes out at 8.03 eV/A. Its SMILES is C/N=C(/C)PN. Its LUMO energy (spin up / spin down) is 0.02155 / 0.02157 Ha. The calculation puts the HOMO energy (spin up / spin down) at -8.77 / -8.76 eV.

Structure (XYZ):
```
15
Properties=species:S:1:pos:R:3:forces:R:3
C 0.7521 -1.5812 1.6172 -3.23 -0.36 -1.19
N 0.1972 -0.2600 1.7272 -2.36 3.51 -6.83
C -0.1445 0.3694 0.3869 0.34 -2.92 6.43
C -1.0480 1.6144 0.5610 1.44 -3.59 1.41
P 0.2381 -0.7122 -1.0084 0.87 1.82 -1.03
N -0.4336 0.1575 -2.3517 -1.07 -1.63 -0.97
H 1.7481 -1.5370 1.4574 3.44 -0.10 -1.36
H 0.1765 -2.2890 0.9135 1.09 1.04 0.68
H 0.7085 -2.0300 2.5444 -0.46 -0.93 2.32
H -0.5851 2.4967 0.4239 2.30 3.00 -0.69
H -1.9268 1.7344 -0.0066 -1.32 -0.86 -0.44
H -1.0757 1.4592 1.6311 -1.36 0.73 0.41
H 1.5397 -0.0785 -1.0965 -0.18 -0.79 0.15
H -0.8623 -0.5759 -2.9460 -0.01 0.77 0.53
H 0.1023 0.6869 -3.0239 0.51 0.31 0.57
```
Positions in Å, forces in eV/Å.

Results of the natural (NBO) charge analysis, in e, for atoms 1 through 6:
1 C -0.4733
2 N -0.4252
3 C -0.0440
4 C -0.6826
5 P 0.7496
6 N -1.1489

5.
Formula: C3H9N2PS
Source: OMol25
Level of theory: the ωB97M-V functional and the def2-TZVPD basis

The largest force on an atom comes out at 3.69 eV/A. Its SMILES is C/C=N/P(N)SC. Its LUMO energy is 0.00325 Ha. The calculation puts the HOMO energy at -7.86 eV.

Structure (XYZ):
```
16
Properties=species:S:1:pos:R:3:forces:R:3
C -2.6321 2.3558 -0.7968 1.63 0.50 0.77
C -1.6397 1.3481 -0.2637 0.61 -0.36 1.25
N -1.0635 0.4019 -0.8849 -0.88 2.16 -0.86
P 0.1488 -0.6857 -0.9182 2.39 -0.62 -0.70
N 0.6854 -0.7546 -2.5412 -0.41 1.98 -0.24
S 2.0226 0.4116 -0.0630 -0.42 -0.29 0.83
C 3.6102 1.1697 -0.8780 -3.22 -0.37 -1.77
H -3.0268 1.9149 -1.6681 -1.19 -0.08 -1.03
H -3.3086 2.7207 -0.0006 0.02 -0.56 -0.67
H -2.0335 3.2641 -1.0968 -0.43 -0.86 0.19
H -1.4441 1.5036 0.8136 0.45 0.06 -0.25
H 0.9102 0.0794 -3.1396 -0.38 -1.36 1.09
H 0.8674 -1.6357 -2.9654 -0.01 -0.46 -0.11
H 3.4685 1.1641 -2.0181 0.28 0.55 1.76
H 4.4717 0.5895 -0.6430 0.44 -0.28 0.55
H 3.4203 2.1095 -0.3439 1.10 -0.02 -0.81
```
Positions in Å, forces in eV/Å.

Results of the natural (NBO) charge analysis, in e, for atoms 1 through 6:
1 C -0.6811
2 C 0.2513
3 N -0.8491
4 P 1.1776
5 N -1.2030
6 S -0.3453

6.
Formula: C3H9N2PS
Source: OMol25
Level of theory: the ωB97M-V functional and the def2-TZVPD basis

The largest force on an atom comes out at 3.14 eV/A. Its LUMO energy is -0.01247 Ha. The calculation puts the HOMO energy at -7.30 eV.

Structure (XYZ):
```
16
Properties=species:S:1:pos:R:3:forces:R:3
C 1.5001 -0.6506 0.2021 0.25 2.40 -0.57
C 2.3782 -1.5996 0.8111 0.72 -0.01 1.18
C -0.8139 1.7976 -1.3023 -1.78 -0.49 2.04
N 0.9713 0.2745 -0.2653 0.98 -2.81 0.98
N -2.5970 -1.3377 0.4766 2.10 0.55 1.89
P -0.0576 1.6950 0.3970 -0.33 2.48 -0.31
S 1.2313 3.2086 0.4351 -0.28 -0.51 0.31
H -1.6879 -0.8883 0.3393 -0.51 -0.38 -0.17
H 2.0385 -2.5381 0.4643 -0.44 -1.50 0.54
H 3.3500 -1.5392 0.3852 0.89 0.53 -0.89
H 2.6497 -1.4830 1.9099 -1.34 -0.16 -1.18
H -1.5576 2.6333 -1.3528 0.53 -0.90 0.12
H 0.0065 2.0055 -1.9454 0.37 -0.34 -0.96
H -1.3108 0.7711 -1.2546 0.42 1.33 -1.29
H -3.1160 -0.7050 1.0639 -0.58 -0.12 -0.43
H -2.9848 -1.6440 -0.3640 -0.98 -0.05 -1.27
```
Positions in Å, forces in eV/Å.

Results of the natural (NBO) charge analysis, in e, for atoms 1 through 6:
1 C 0.5358
2 C -0.7509
3 C -0.9612
4 N -0.4627
5 N -1.0883
6 P 0.7432

7.
Formula: C3H9N2PS
Source: OMol25
Level of theory: the ωB97M-V functional and the def2-TZVPD basis

The largest force on an atom comes out at 5.53 eV/A. Its LUMO energy (spin up / spin down) is -0.03459 / -0.03459 Ha. The calculation puts the HOMO energy (spin up / spin down) at -7.98 / -7.98 eV.

Structure (XYZ):
```
16
Properties=species:S:1:pos:R:3:forces:R:3
C -0.5700 -0.1030 -1.4382 -1.72 -0.19 0.32
C -1.1223 -1.1514 -2.3040 -4.61 2.98 0.67
C -0.3162 0.1270 2.3561 1.52 0.10 -2.91
N -0.0684 -0.4699 -0.3251 -0.18 0.63 -0.46
N 2.0688 0.1135 0.9948 -0.40 0.44 0.21
P 0.4985 0.6860 0.7494 -0.10 1.49 -0.92
S 0.3446 2.9880 -0.8327 0.25 -2.15 2.05
H -0.7997 0.9103 -1.8441 0.91 -0.13 1.04
H -0.8721 -0.8638 -3.2445 0.76 0.20 -3.20
H -0.7973 -2.0238 -1.9980 1.67 -4.58 1.07
H -2.3248 -1.2052 -2.3134 2.59 0.50 0.30
H -1.0602 0.8143 2.5706 -2.23 0.49 0.27
H -0.4204 -0.9326 2.2196 -1.13 -0.36 -0.17
H 0.3537 0.2039 3.1298 2.01 0.50 1.82
H 2.6988 0.5649 0.3603 0.46 0.10 -0.56
H 2.3873 0.3418 1.9193 0.20 -0.03 0.48
```
Positions in Å, forces in eV/Å.

Results of the natural (NBO) charge analysis, in e, for atoms 1 through 6:
1 C 0.2241
2 C -0.6533
3 C -0.9135
4 N -0.8083
5 N -1.1306
6 P 1.4742

8.
Formula: C3H9N2S
Source: OMol25
Level of theory: the ωB97M-V functional and the def2-TZVPD basis

The largest force on an atom comes out at 2.62 eV/A. Its LUMO energy is -0.16599 Ha. As for the net charge: +1. The calculation puts the HOMO energy at -13.20 eV.

Structure (XYZ):
```
15
Properties=species:S:1:pos:R:3:forces:R:3
C 1.4769 -0.1350 0.6470 -2.61 -0.23 0.09
C -3.0382 -0.4625 -0.0901 -0.70 -0.69 -0.14
C 2.3070 -0.6452 -0.4363 -0.16 -0.99 -0.05
N -2.1148 0.6144 0.1055 2.24 0.18 0.77
N 2.3666 0.7706 -0.0562 0.55 1.21 -0.06
S -0.4951 0.5480 -0.2322 0.33 0.23 -0.55
H 1.6180 -0.3322 1.6948 0.28 0.09 0.09
H -3.8752 -0.0778 -0.6799 0.02 -0.08 0.05
H -2.5587 -1.2634 -0.6484 -0.01 0.04 0.02
H -3.4328 -0.8520 0.8527 0.13 0.01 -0.09
H 1.8443 -0.8453 -1.3950 -0.04 0.18 -0.09
H 3.1915 -1.2375 -0.2321 0.05 0.19 0.05
H -2.4102 1.3258 0.7649 0.10 0.03 -0.07
H 1.9118 1.4463 -0.6760 -0.01 -0.01 -0.01
H 3.2090 1.1458 0.3814 -0.18 -0.16 -0.03
```
Positions in Å, forces in eV/Å.

Results of the natural (NBO) charge analysis, in e, for atoms 1 through 6:
1 C -0.1593
2 C -0.4343
3 C -0.2464
4 N -0.6689
5 N -0.5434
6 S 0.3393

| no. | M (g mol⁻¹) |
| --- | --- |
| 1 | 120.092 |
| 2 | 121.185 |
| 3 | 121.185 |
| 4 | 104.093 |
| 5 | 136.160 |
| 6 | 136.160 |
| 7 | 136.160 |
| 8 | 105.186 |